# C45H101Cl9

A cluster of 10 separate species, C45H101Cl9 in total (ωB97M-V/def2-TZVPD, the Open Molecules 2025 dataset).

```
155
Properties=species:S:1:pos:R:3:forces:R:3
Cl 19.90259 -19.67069 3.57126 0.060 0.054 0.166
Cl 20.74365 -12.50953 9.70676 -0.344 -0.082 0.147
Cl 21.56787 -21.26423 1.82574 0.091 -0.108 -0.057
Cl 23.37003 -13.36697 10.62420 0.033 -0.180 0.243
Cl 23.11341 -11.40932 8.53131 0.167 0.191 -0.158
Cl 24.58090 -15.99250 8.16894 0.071 0.055 0.065
Cl 20.35914 -18.80815 0.86147 0.016 0.090 -0.183
Cl 24.91694 -18.67169 9.23019 0.136 -0.034 0.093
Cl 23.98608 -18.29183 6.52828 0.104 -0.067 -0.101
C 28.50255 -12.98128 6.58111 -0.086 0.282 0.297
C 22.46740 -14.53263 4.26083 0.174 0.370 0.543
C 28.41536 -9.18422 7.47280 0.518 0.290 0.108
C 17.42412 -12.59140 5.33814 -0.405 0.049 -0.283
C 25.33836 -11.69077 -0.22508 -0.071 0.040 -0.309
C 23.30905 -6.73928 1.00175 -0.262 -0.846 0.060
C 25.60868 -9.77244 4.42364 0.109 0.262 0.698
C 18.10130 -9.54942 9.65348 0.214 0.159 -0.107
C 20.06943 -11.03965 0.87090 0.342 -0.204 -0.429
C 27.46064 -14.04071 6.25833 -0.398 -0.119 -0.346
C 20.74829 -16.41789 7.46518 -0.437 -0.065 -0.056
C 23.43950 -16.62171 3.24501 0.253 -0.177 0.134
C 27.91440 -11.60949 6.90612 -0.212 0.054 -0.594
C 17.83622 -10.21143 8.30058 0.521 -0.302 0.241
C 20.89022 -11.07682 5.08777 -0.329 0.605 0.340
C 28.96851 -10.58525 7.28082 0.315 -0.159 0.163
C 20.46517 -9.68448 1.41518 0.343 0.599 0.096
C 18.73147 -11.03602 0.15566 -0.430 0.241 0.550
C 21.06298 -19.63418 2.24512 -0.181 -0.017 -0.010
C 25.03496 -17.66425 7.79721 -0.402 0.226 0.019
C 18.86875 -8.23607 9.53535 -0.250 0.387 0.080
C 15.06029 -10.21244 1.22361 -0.351 0.203 -0.113
C 19.44498 -15.75022 7.90395 0.494 -0.056 0.551
C 21.73138 -6.42959 2.96776 0.009 -0.436 0.098
C 20.20446 -5.72879 12.22158 0.127 0.248 -0.762
C 17.57699 -10.67736 1.09551 0.322 -0.232 0.103
C 21.58920 -6.88867 4.41648 0.026 0.109 0.088
C 25.11802 -9.93081 5.86444 0.404 0.088 -0.403
C 18.78921 -14.96968 6.78474 0.024 0.361 -0.159
C 20.19809 -7.41566 4.68851 -0.476 -0.081 -0.671
C 19.16385 -7.62182 10.89791 0.372 -0.522 -0.015
C 19.91383 -6.30218 10.82264 -0.077 -0.066 0.780
C 23.18050 -6.42460 2.48472 0.117 0.589 -0.119
C 24.95361 -10.78775 3.52377 -0.257 -0.064 -0.045
C 26.56995 -13.67690 5.04484 0.463 -0.313 -0.097
C 22.56244 -15.40560 3.03671 -1.083 -0.433 -0.650
C 22.40088 -12.84567 9.26279 0.219 0.226 -0.320
C 17.36358 -14.51573 7.06542 -0.020 0.039 0.334
C 25.46477 -10.73903 2.09753 -0.117 -0.081 -0.234
C 21.67259 -12.36312 5.27568 0.206 0.153 0.102
C 16.72214 -13.84269 5.85367 0.088 -0.802 -0.349
C 21.75547 -13.21329 4.02472 -0.372 -0.172 -0.111
C 16.20756 -10.88070 0.46672 -0.257 -0.164 -0.222
C 24.80719 -11.76704 1.18171 0.146 -0.074 0.703
C 19.92740 -7.83062 6.11877 0.843 0.132 0.187
H 29.13324 -13.29213 7.42165 -0.043 -0.139 -0.068
H 14.93649 -9.15696 0.96281 0.231 -0.037 -0.004
H 23.53664 -17.24477 2.35305 0.131 0.189 -0.103
H 25.23258 -10.97569 6.15964 -0.320 0.065 0.189
H 19.92675 -11.21954 4.58669 0.156 -0.173 -0.080
H 26.41902 -11.83656 -0.25357 0.029 -0.008 0.011
H 27.00106 -12.86507 4.45290 -0.026 0.056 0.116
H 27.40222 -11.23188 6.00887 0.098 -0.109 0.159
H 18.23666 -7.55856 11.47790 0.034 0.247 -0.007
H 17.68259 -11.32817 1.97573 -0.189 0.138 0.044
H 17.64463 -9.46696 7.52834 -0.272 -0.059 0.007
H 20.04773 -8.27060 4.01908 0.057 -0.091 0.173
H 20.08168 -11.78989 1.66591 -0.074 0.019 0.095
H 19.81432 -8.34124 8.99300 -0.081 -0.224 -0.065
H 25.55992 -13.39729 5.34303 0.039 0.079 0.009
H 21.11757 -17.07124 8.25470 0.148 -0.090 -0.100
H 21.50966 -15.66219 7.25923 0.044 -0.038 -0.041
H 16.75844 -14.61469 5.06806 -0.030 0.227 -0.066
H 23.74368 -7.12118 3.10752 0.110 -0.213 -0.208
H 18.78135 -10.28647 -0.64046 -0.110 -0.256 -0.238
H 22.41673 -13.62282 8.51041 -0.097 -0.132 0.005
H 22.29345 -7.70621 4.61496 0.110 0.142 0.046
H 23.66023 -5.45133 2.63914 -0.143 -0.002 0.237
H 19.87641 -6.96338 6.78086 -0.470 -0.023 -0.024
H 17.37847 -13.87195 7.95636 -0.110 0.122 -0.178
H 18.51504 -12.02875 -0.24697 0.144 0.085 -0.299
H 17.16646 -9.33315 10.17924 -0.013 -0.109 -0.030
H 24.87875 -12.44183 -0.86866 0.013 0.056 -0.073
H 20.82519 -11.36207 0.14726 0.090 -0.012 0.072
H 19.81294 -8.32290 11.44294 -0.160 0.002 0.062
H 16.77570 -12.06546 4.63081 -0.010 0.048 0.103
H 18.79522 -15.57771 5.86880 0.002 0.001 0.070
H 26.49498 -14.52180 4.35597 -0.171 -0.028 0.075
H 23.02739 -17.27119 4.02326 -0.087 0.149 0.044
H 29.51123 -10.89936 8.18079 -0.180 -0.015 0.057
H 21.93320 -15.02829 5.08239 0.098 -0.262 -0.182
H 19.82997 -9.34171 2.23268 0.034 -0.206 0.086
H 20.67084 -6.48024 12.85684 -0.165 -0.044 0.144
H 19.47188 -6.68489 4.30758 -0.071 0.043 0.360
H 20.41702 -8.88298 0.66705 -0.112 -0.254 -0.178
H 19.39076 -14.07793 6.56200 0.037 -0.143 -0.041
H 21.50597 -9.67520 1.75858 -0.130 -0.110 0.174
H 27.92918 -8.82090 6.56612 -0.117 -0.024 0.065
H 20.64273 -10.62225 6.05280 0.088 -0.111 0.004
H 16.75065 -15.38221 7.34036 0.073 0.000 -0.013
H 29.23416 -8.49284 7.69545 -0.070 0.006 -0.054
H 25.71809 -9.32302 6.54325 -0.202 0.007 0.086
H 16.22456 -10.55243 -0.58056 -0.011 0.265 0.157
H 21.17386 -7.14860 2.35341 0.029 0.111 -0.036
H 20.58621 -16.99083 6.54864 0.175 -0.131 0.054
H 22.68424 -12.13006 5.63091 -0.032 0.022 -0.035
H 20.91653 -4.90605 12.12336 -0.077 0.059 0.142
H 23.47779 -14.34526 4.65645 -0.055 0.061 -0.121
H 24.97141 -12.76098 1.61659 -0.049 -0.016 -0.108
H 20.72492 -13.43820 3.71167 0.083 0.057 -0.138
H 27.73202 -9.11836 8.32032 -0.190 -0.108 -0.114
H 19.33187 -5.57841 10.24744 0.195 0.040 -0.160
H 22.22333 -12.66387 3.20058 0.033 0.068 0.045
H 22.76542 -6.00849 0.40289 0.303 0.176 -0.097
H 21.23311 -5.46449 2.84896 0.099 0.038 -0.140
H 25.13563 -11.77522 3.96852 -0.037 0.081 -0.268
H 26.78325 -14.22942 7.09583 0.270 0.074 0.202
H 27.97696 -14.98411 6.05996 -0.032 0.013 0.011
H 15.64970 -13.70089 6.00565 0.093 0.345 0.243
H 18.26004 -7.52452 8.96019 0.079 -0.072 -0.064
H 23.72967 -11.59590 1.19698 -0.158 -0.041 -0.075
H 26.69454 -9.90312 4.37152 0.040 0.031 0.031
H 18.72868 -10.76969 7.99282 -0.013 0.149 -0.088
H 20.78924 -8.38723 6.50982 -0.093 -0.126 -0.158
H 29.74167 -10.57947 6.50318 -0.122 0.089 -0.085
H 19.74352 -15.12506 8.75605 -0.465 0.285 -0.151
H 24.07683 -9.60803 5.89798 -0.102 -0.186 0.285
H 18.73916 -16.47039 8.33136 0.077 -0.165 -0.227
H 24.43024 -16.32310 3.60008 0.060 -0.120 -0.178
H 23.86281 -10.66044 3.56097 0.012 0.076 -0.146
H 24.35074 -6.85039 0.69894 -0.017 0.382 -0.153
H 14.10141 -10.68171 0.98825 0.075 -0.039 0.018
H 25.12200 -10.69908 -0.63022 0.060 -0.068 -0.165
H 17.70485 -9.65326 1.46001 -0.170 0.022 -0.090
H 21.55976 -15.76781 2.75117 0.015 0.077 0.303
H 27.12450 -11.67180 7.66416 0.177 -0.110 0.151
H 18.32155 -12.83210 4.76552 0.131 -0.048 0.266
H 19.29220 -5.33289 12.66523 0.024 -0.139 0.247
H 18.68879 -10.21609 10.29396 -0.185 -0.101 0.008
H 21.82522 -6.05954 5.09260 0.102 -0.115 0.090
H 21.20906 -12.94747 6.08134 -0.012 -0.032 -0.089
H 17.66893 -11.89958 6.14374 0.109 0.009 -0.008
H 26.05575 -17.64263 7.44633 0.076 -0.132 -0.038
H 15.99148 -11.95196 0.37038 0.176 0.010 0.233
H 19.06716 -8.48853 6.19636 -0.206 0.233 0.172
H 25.30185 -9.74347 1.66469 0.025 0.025 0.132
H 29.16294 -12.87559 5.71199 0.039 0.003 0.067
H 26.54964 -10.89990 2.09783 -0.007 0.018 0.003
H 20.87998 -6.48538 10.34524 -0.141 0.109 -0.315
H 25.40668 -8.73686 4.13913 0.004 -0.038 -0.395
H 22.83878 -7.70418 0.76788 0.016 0.064 0.131
H 15.17932 -10.24842 2.30914 0.134 -0.167 -0.041
H 17.03351 -10.94877 8.33997 -0.146 0.161 -0.016
H 22.80893 -14.81124 2.14843 0.606 -0.017 0.210
H 21.93571 -19.07690 2.55094 0.048 0.042 0.121
H 21.42756 -10.29608 4.53920 0.129 -0.238 -0.147
```
Positions in Å, forces in eV/Å.

* frontier orbital gap: 11.25 eV
* charge: 0
* max |F|: 0.026 Eh/bohr
* DFT total energy: -161006.879 eV
* E_LUMO: 0.46 eV